# C16H47NO13

A cluster of 7 separate species, C16H47NO13 in total in a non-equilibrium geometry (ωB97M-V with the def2-TZVPD basis set, the OMol25 dataset).

Structure (XYZ):
```
77
Properties=species:S:1:pos:R:3:lowdin_charge:R:1
C -14.99 23.74 15.43 -0.106
O -15.12 24.74 14.45 -0.195
C -14.56 25.96 14.85 -0.203
C -14.56 26.96 13.71 -0.405
C -15.98 27.41 13.33 -0.065
N -13.92 26.40 12.49 0.072
H -15.73 23.86 16.23 0.089
H -14.00 23.58 15.87 0.093
H -15.23 22.79 14.94 0.091
H -15.13 26.44 15.67 0.137
H -13.55 25.85 15.26 0.133
H -14.10 27.88 14.11 0.110
H -16.05 28.02 12.43 0.087
H -16.39 28.02 14.14 0.067
H -16.59 26.51 13.18 0.082
H -13.50 25.50 12.68 0.052
H -14.70 26.22 11.87 0.069
O -9.17 29.70 11.87 -0.069
C -10.48 29.81 12.43 -0.261
C -11.55 29.34 11.48 -0.242
O -12.80 29.45 12.16 -0.093
H -9.00 28.76 11.77 0.081
H -10.52 29.34 13.41 0.121
H -10.61 30.89 12.59 0.123
H -11.38 28.30 11.19 0.122
H -11.56 29.98 10.60 0.120
H -13.27 28.62 12.02 0.038
O -20.11 26.63 14.23 -0.065
C -19.71 27.74 13.44 -0.255
C -19.73 27.35 11.99 -0.255
O -19.24 28.45 11.24 -0.065
H -19.80 26.73 15.13 0.085
H -20.21 28.68 13.70 0.125
H -18.66 27.95 13.69 0.094
H -20.71 26.99 11.65 0.123
H -19.04 26.50 11.89 0.117
H -19.24 28.19 10.31 0.084
O -9.66 24.20 17.28 -0.055
C -9.38 23.00 16.58 -0.271
C -10.59 22.39 16.01 -0.231
O -10.96 23.22 14.87 -0.094
H -10.24 24.71 16.70 0.078
H -8.64 23.18 15.79 0.123
H -8.94 22.27 17.27 0.124
H -11.44 22.45 16.70 0.118
H -10.49 21.36 15.68 0.121
H -11.63 22.79 14.32 0.041
O -15.00 22.05 18.36 -0.070
C -15.43 22.68 19.56 -0.247
C -14.27 23.37 20.24 -0.250
O -13.47 22.44 20.97 -0.057
H -15.43 21.19 18.29 0.084
H -16.23 23.39 19.33 0.113
H -15.83 21.96 20.28 0.121
H -14.68 24.18 20.86 0.119
H -13.62 23.86 19.51 0.120
H -13.56 22.65 21.90 0.080
O -15.50 29.96 16.49 -0.082
C -14.70 30.62 15.49 -0.221
C -15.51 31.14 14.32 -0.249
O -15.84 32.50 14.50 -0.061
H -15.80 30.65 17.09 0.076
H -14.07 31.39 15.93 0.123
H -14.03 29.84 15.13 0.097
H -16.39 30.50 14.15 0.111
H -14.93 31.00 13.40 0.112
H -15.65 32.99 13.70 0.082
O -13.43 23.18 12.71 -0.085
C -13.84 22.20 11.75 -0.214
C -13.39 20.81 12.18 -0.245
O -12.04 20.79 12.62 -0.062
H -14.20 23.29 13.29 0.039
H -14.93 22.23 11.63 0.125
H -13.30 22.47 10.84 0.121
H -13.54 20.10 11.36 0.117
H -13.98 20.48 13.03 0.119
H -11.48 21.03 11.88 0.092
```

Summary:
Strongest force on any atom = 2.33 eV/Å
HOMO level = -9.56 eV
ΔE to the lowest compared entry with this formula, charge and spin = 73.8 kJ/mol
Calculated total energy = -45457.5862 eV
LUMO level = 0.40 eV
Charge = 0
M = 461.55 g mol⁻¹